No. 1
H6OP4 as an isolated structure, computed with ωB97M-V with the def2-TZVPD basis set.

The geometry in XYZ format:
```
11
Properties=species:S:1:pos:R:3:forces:R:3:nbo_charge:R:1
O 0.255 -0.723 1.965 -1.73 0.42 1.82 -1.06
P -0.486 -1.707 -0.573 0.64 1.29 -0.23 0.04
P -0.922 0.239 1.777 -0.30 -0.67 0.68 1.05
P -0.110 1.550 -1.236 -0.18 0.70 -2.56 -0.07
P 1.041 0.189 -0.042 -0.19 -0.92 0.23 0.26
H 0.427 -1.715 -1.651 -0.20 -0.49 -0.38 -0.02
H -0.139 -2.990 -0.011 0.53 0.79 0.09 0.01
H 0.564 1.244 0.970 0.67 -0.54 -0.52 -0.10
H -1.466 0.800 3.093 1.06 -0.64 -0.37 -0.12
H 1.090 2.179 -1.733 -0.38 0.06 0.31 0.01
H -0.255 0.934 -2.559 0.08 -0.01 0.92 0.00
```
Positions in Å, forces in eV/Å.

Calculated values
gap between HOMO and LUMO (spin up / spin down)	7.1 / 7.1	eV



No. 2
A 2-piece molecular cluster, H6OSi2 overall, computed with ωB97M-V with the def2-TZVPD basis set.

The geometry in XYZ format:
```
9
Properties=species:S:1:pos:R:3:forces:R:3:nbo_charge:R:1
O 1.237 0.483 0.321 -0.71 -0.89 1.29 -1.15
Si 2.135 0.862 -0.806 -0.65 2.30 -0.61 1.61
H 3.275 0.133 -1.224 0.97 -0.53 -0.60 -0.23
H 1.800 2.231 -1.394 0.63 -0.86 -0.16 -0.22
Si -1.775 -0.718 0.664 1.07 -0.74 -2.08 0.60
H -1.022 -1.956 0.969 -0.34 -0.25 -0.06 -0.16
H -3.113 -0.779 1.217 -0.52 0.11 0.04 -0.16
H -1.658 -0.512 -0.904 -0.57 -0.29 1.41 -0.16
H -0.879 0.257 1.158 0.12 1.16 0.78 -0.13
```
Positions in Å, forces in eV/Å.

Calculated values
gap between HOMO and LUMO	10.2	eV



No. 3
A single H6OSi2 molecule, computed with ωB97M-V with the def2-TZVPD basis set.

The geometry in XYZ format:
```
9
Properties=species:S:1:pos:R:3:forces:R:3:nbo_charge:R:1
O -0.590 0.629 -1.951 -1.73 -1.06 1.92 -1.09
Si -1.236 0.507 -0.099 -0.23 -0.83 -4.82 0.84
Si 0.708 -0.483 0.727 1.43 1.06 0.29 0.39
H -1.095 0.082 -2.628 0.78 1.04 1.66 0.48
H -2.107 -0.799 -0.201 0.36 1.28 0.38 -0.17
H -2.133 1.760 -0.010 0.88 -0.87 0.49 -0.12
H 2.090 0.105 0.119 -1.78 -0.71 0.78 -0.09
H 0.707 -0.458 2.238 0.18 0.04 -0.54 -0.14
H 0.466 -1.885 0.337 0.10 0.04 -0.17 -0.12
```
Positions in Å, forces in eV/Å.

Calculated values
gap between HOMO and LUMO	10.3	eV



No. 4
A single H6Si5 molecule, computed with ωB97M-V with the def2-TZVPD basis set.

The geometry in XYZ format:
```
11
Properties=species:S:1:pos:R:3:forces:R:3:nbo_charge:R:1
Si -1.839 -1.643 0.588 -1.43 -1.88 1.67 -0.40
Si 1.287 2.142 0.146 0.40 0.97 -2.48 0.21
Si 0.130 -1.483 -0.453 0.20 2.22 -1.68 0.07
Si -3.786 -0.796 0.180 -0.04 0.09 0.01 0.44
Si 1.359 0.004 0.826 0.77 -1.22 1.53 0.26
H 1.555 1.889 -1.471 -0.51 0.50 1.78 -0.13
H -2.294 -2.843 1.673 0.73 1.52 -1.29 -0.05
H 2.582 2.814 0.529 -0.52 -0.18 0.14 -0.12
H 0.138 3.058 0.467 0.28 -0.30 -0.26 -0.11
H 1.104 -2.510 -0.767 -0.01 -0.70 -0.10 -0.08
H -0.235 -0.632 -1.719 0.13 -1.02 0.67 -0.10
```
Positions in Å, forces in eV/Å.

Calculated values
gap between HOMO and LUMO (spin up / spin down)	5.8 / 5.7	eV



No. 5
A 3-piece molecular cluster, H7NO2 overall, computed with ωB97M-V with the def2-TZVPD basis set.

The geometry in XYZ format:
```
10
Properties=species:S:1:pos:R:3:forces:R:3:mulliken_spin:R:1
N 0.104 2.001 0.025 -0.23 -0.22 0.45 0.42
H 0.966 1.661 -0.377 0.11 0.12 -0.15 -0.13
H -0.238 2.805 -0.478 0.10 0.06 -0.29 -0.06
H -0.567 1.241 -0.086 0.05 0.06 -0.05 -0.10
H -0.676 -1.157 -0.075 -0.07 0.21 -0.35 -0.06
H -1.875 -0.590 0.672 -0.06 -0.03 -0.03 -0.14
O -1.539 -0.693 -0.226 0.11 -0.14 0.33 0.48
H 1.185 -2.554 0.102 0.20 -0.14 0.23 -0.48
H 1.552 -1.105 0.576 0.00 -0.34 -0.02 -0.38
O 1.088 -1.609 -0.134 -0.22 0.41 -0.12 1.44
```
Positions in Å, forces in eV/Å.

Calculated values
net charge	-1
gap between HOMO and LUMO (spin up / spin down)	3.6 / 10.5	eV
spin multiplicity	2



Let's list relative energy (zero: lowest compared OMol25 entry of this formula, charge and spin) in order: 359.93; 300.91; 228.41; 133.03; 0.00 kJ/mol.
Let's list largest force on an atom in order: 2.7; 2.5; 4.9; 2.9; 0.6 eV/A.